{
  "formula": "C3H5NO",
  "method": "ωB97M-V/def2-TZVPD",
  "homo_energy_ev": -8.19,
  "e_tot_ev": -6727.005,
  "smiles": "C1=CONC1",
  "gap_ev": 9.23,
  "elements": ["H", "H", "H", "O", "N", "H", "C", "C", "C", "H"],
  "xyz": [[-0.562, 1.965, -0.398], [0.782, -1.913, -0.073], [-0.666, -0.351, -1.767], [0.137, -0.752, 1.330], [-0.041, -1.322, 0.004], [-0.243, 1.109, 2.127], [0.045, -0.193, -0.949], [-0.163, 0.564, 1.194], [-0.299, 0.974, -0.061], [1.049, -0.076, -1.393]],
  "forces_ev_per_angstrom": [[0.111, -0.093, 0.076], [-0.111, 0.069, -0.023], [0.064, -0.024, 0.184], [0.054, 0.090, 0.201], [0.123, -0.112, -0.181], [-0.040, -0.121, -0.134], [0.003, 0.025, -0.184], [-0.085, 0.193, -0.134], [0.009, -0.015, 0.141], [-0.129, -0.012, 0.055]]
}